No. 1
ORCA calculation (wB97M-V/def2-TZVPD) on the ion C5H15NP with charge +1 in a non-equilibrium geometry.

Geometry as ORCA input:
```
! wB97M-V def2-TZVPD RIJCOSX def2/J DEFGRID3
* xyz 1 1
C 1.220 1.708 -0.818
C 0.876 -1.708 -1.012
C 0.335 1.431 0.469
C 0.438 -1.182 0.399
C -0.339 0.038 0.392
N -1.282 -0.092 1.625
P -1.441 0.029 -1.154
H 2.100 1.073 -0.859
H 0.713 1.350 -1.617
H 1.366 2.825 -1.017
H 1.042 -0.864 -1.648
H 0.178 -2.377 -1.430
H 1.851 -2.285 -1.071
H -0.401 2.299 0.190
H 0.779 1.764 1.334
H -0.103 -1.991 0.742
H 1.314 -1.053 0.986
H -2.212 0.542 1.525
H -1.452 -1.078 1.689
H -0.760 0.127 2.378
H -1.888 -1.228 -0.835
H -2.334 0.671 -0.269
*
```

Summary:
HOMO-LUMO gap: 0.39720 Ha
SMILES: CCC([NH3+])(P)CC

In the Mulliken picture, each atom carries the following charge in e: -1.2990 -1.3835 -0.7080 -0.9372 0.0639 -0.1608 0.1370 0.3500 0.4754 0.3364 0.3649 0.4602 0.3208 0.3151 0.5091 0.5054 0.4149 0.4397 0.3530 0.3048 0.0770 0.0606



No. 2
ORCA calculation (wB97M-V/def2-TZVPD) on a structure of composition C28H49F2HfN4O10S in a non-equilibrium geometry.

Geometry as ORCA input:
```
! wB97M-V def2-TZVPD RIJCOSX def2/J DEFGRID3
* xyz -1 1
Hf 16.522 15.301 -12.459
C 14.140 16.439 -16.148
C 14.425 15.007 -16.679
C 14.672 15.116 -18.229
C 15.239 13.910 -18.952
C 16.489 13.481 -18.142
C 16.301 13.332 -16.635
N 15.690 14.513 -16.070
O 15.745 14.678 -14.700
C 17.710 13.188 -15.981
C 15.623 11.968 -16.362
C 13.195 14.115 -16.413
H 13.934 16.525 -15.081
H 13.254 16.879 -16.617
H 14.983 17.093 -16.371
H 15.347 15.977 -18.248
H 13.743 15.518 -18.643
H 15.584 14.111 -19.965
H 14.543 13.067 -18.982
H 17.188 14.288 -18.381
H 16.930 12.542 -18.484
H 17.737 13.290 -14.895
H 18.506 13.772 -16.445
H 18.072 12.150 -16.014
H 14.753 11.896 -17.020
H 15.335 11.982 -15.310
H 16.236 11.104 -16.618
H 13.255 13.028 -16.333
H 12.426 14.211 -17.192
H 12.614 14.389 -15.528
F 15.091 17.032 -12.345
F 18.668 14.628 -12.389
C 19.214 18.564 -10.308
C 18.131 17.719 -10.146
C 17.383 17.575 -8.839
O 16.327 16.857 -8.726
C 17.840 18.268 -7.743
C 18.961 19.161 -7.825
C 19.739 19.308 -9.227
O 20.672 20.105 -9.245
O 19.388 19.911 -6.955
O 17.773 17.013 -11.151
H 19.696 18.622 -11.277
H 17.350 18.273 -6.777
C 14.877 11.147 -12.784
C 16.266 11.727 -12.664
O 16.448 12.936 -12.666
N 17.308 10.876 -12.672
C 18.643 11.391 -12.395
H 14.201 11.942 -13.082
H 14.698 10.816 -11.758
H 14.919 10.320 -13.491
H 17.316 9.982 -13.130
H 19.173 11.613 -13.324
H 19.282 10.650 -11.909
H 18.584 12.279 -11.773
C 13.114 14.113 -9.651
C 13.324 14.703 -11.039
O 14.379 14.399 -11.614
N 12.328 15.299 -11.689
C 12.053 15.226 -13.110
H 13.656 14.687 -8.902
H 13.413 13.072 -9.723
H 12.057 14.191 -9.386
H 11.616 15.561 -11.023
H 11.223 14.533 -13.232
H 12.978 14.916 -13.600
H 11.866 16.192 -13.578
C 19.619 16.954 -15.027
C 18.366 17.519 -14.353
O 17.563 16.724 -13.888
N 18.143 18.828 -14.314
C 18.997 19.889 -14.849
H 19.804 16.044 -14.454
H 20.535 17.528 -15.129
H 19.314 16.615 -16.020
H 17.245 19.151 -13.983
H 18.463 20.343 -15.686
H 19.998 19.563 -15.098
H 19.043 20.676 -14.096
C 17.693 14.990 -6.945
C 18.876 14.672 -7.871
C 18.538 13.407 -8.685
S 16.798 13.623 -9.125
O 16.145 12.339 -9.218
O 16.818 14.494 -10.305
C 16.349 14.482 -7.507
H 17.568 16.042 -6.684
H 17.885 14.551 -5.963
H 19.787 14.566 -7.286
H 19.069 15.438 -8.624
H 18.609 12.440 -8.176
H 19.197 13.203 -9.529
H 16.054 13.659 -6.856
H 15.520 15.161 -7.675
*
```

Summary:
HOMO-LUMO gap: 0.19796 Ha

In the Mulliken picture, each atom carries the following charge in e: 2.2219 -1.9488 1.8211 -1.4012 -0.6235 -1.3367 1.5931 0.0656 1.1571 -1.4902 -2.0386 -1.3053 0.0349 0.4191 0.3893 0.4264 0.4294 0.4248 0.3161 0.3726 0.3276 -0.1164 0.2504 0.4417 0.3991 0.2654 0.5383 0.1848 0.4213 0.1195 -0.8907 -0.8838 -0.7111 -0.4989 0.8254 -0.8366 -0.7194 0.1943 0.2345 -0.7205 -0.6988 -0.1965 0.4718 0.4888 -1.5693 0.4885 0.4295 -0.1196 -0.6668 0.0395 0.4489 0.4648 0.2798 0.2985 0.3493 -0.0258 -1.0200 0.4313 -0.6753 -0.1323 -0.3021 0.0715 0.2007 0.5393 0.2332 0.3648 -0.5251 0.3594 -1.1840 0.4790 -0.7545 -0.1730 -1.0036 0.1780 0.5259 0.2819 0.3092 0.3264 0.3358 0.3345 -0.4780 -0.2037 -1.1258 1.4146 -0.8957 0.5504 -0.9078 -0.0807 0.5109 0.5231 -0.0469 0.5224 0.3191 0.4585 0.4036



No. 3
ORCA calculation (wB97M-V/def2-TZVPD) on an isolated molecule of C3H9O2PS in a non-equilibrium geometry.

Geometry as ORCA input:
```
! wB97M-V def2-TZVPD RIJCOSX def2/J DEFGRID3
* xyz 0 1
C 1.621 0.549 2.090
C -2.114 1.301 -1.705
C 0.330 -1.924 0.006
O -1.110 0.287 -1.523
O 0.866 -1.030 -0.983
P 0.504 0.522 -1.161
S 0.257 1.140 1.003
H 2.515 0.843 1.547
H 1.734 -0.522 2.136
H -2.897 0.824 -2.410
H -1.732 2.329 -2.091
H -2.571 1.286 -0.681
H 0.016 -1.430 0.896
H 1.235 -2.451 0.349
H -0.387 -2.679 -0.571
H 1.733 0.954 3.096
*
```

Summary:
HOMO-LUMO gap: 0.34302 Ha
SMILES: COP(OC)SC

In the Mulliken picture, each atom carries the following charge in e: -0.7892 -0.6118 -0.6065 -0.2185 -0.2325 0.2998 -0.2681 0.2677 0.2529 0.2069 0.2656 0.2836 0.3637 0.2638 0.1969 0.3258



No. 4
ORCA calculation (wB97M-V/def2-TZVPD) on a structure of composition C47H39AsClIN3OPTi.

Geometry as ORCA input:
```
! wB97M-V def2-TZVPD RIJCOSX def2/J DEFGRID3
* xyz 1 2
Ti 0.502 0.000 2.569
Cl -4.084 -4.710 4.290
C -2.735 -3.853 3.626
C -1.707 -4.541 3.066
C -0.581 -3.859 2.528
I 0.947 -4.965 1.700
C -0.523 -2.498 2.554
O 0.550 -1.798 2.093
C -1.626 -1.765 3.099
N -1.546 -0.398 3.074
C -2.499 0.311 3.631
C -3.636 -0.273 4.216
C -3.745 -1.634 4.227
C -2.721 -2.430 3.666
H -1.735 -5.621 3.037
H -2.368 1.387 3.630
H -4.394 0.362 4.651
H -4.605 -2.117 4.669
C 3.035 1.750 1.492
N 1.866 1.541 2.349
C 1.668 2.376 3.333
C 0.907 1.969 4.453
C 0.517 2.605 5.633
C -0.008 1.614 6.457
C 0.084 0.412 5.748
N 0.642 0.600 4.544
C 4.223 0.973 1.988
C 5.370 1.633 2.408
C 6.456 0.916 2.895
C 6.398 -0.466 2.973
C 5.253 -1.133 2.552
C 4.176 -0.416 2.059
H 3.262 2.819 1.451
H 2.778 1.430 0.479
H 2.157 3.351 3.313
H 0.628 3.655 5.856
H -0.384 1.733 7.459
H -0.211 -0.575 6.074
H 5.418 2.714 2.354
H 7.346 1.442 3.215
H 7.240 -1.026 3.356
H 5.205 -2.213 2.602
H 3.303 -0.960 1.708
C 0.749 -0.050 -1.280
C 0.091 0.087 -2.647
As 1.238 -0.679 -4.070
C 0.689 0.516 -5.506
C 0.880 1.886 -5.330
C 0.573 2.782 -6.343
C 0.082 2.314 -7.554
C -0.092 0.953 -7.745
C 0.211 0.056 -6.727
C 0.153 -2.245 -4.467
C -1.220 -2.179 -4.709
C -1.949 -3.335 -4.934
C -1.313 -4.573 -4.918
C 0.049 -4.648 -4.680
C 0.779 -3.485 -4.455
P -0.246 0.558 0.125
C -1.891 -0.137 -0.189
C -1.965 -1.533 -0.197
C -3.171 -2.173 -0.430
C -4.320 -1.421 -0.648
C -4.253 -0.037 -0.639
C -3.041 0.608 -0.416
C -0.363 2.361 -0.047
C -1.162 3.072 0.850
C -1.180 4.457 0.846
C -0.380 5.156 -0.050
C 0.432 4.463 -0.934
C 0.442 3.073 -0.932
H 1.729 0.432 -1.233
H 0.935 -1.106 -1.057
H -0.143 1.120 -2.902
H -0.849 -0.466 -2.658
H 1.283 2.269 -4.397
H 0.724 3.843 -6.189
H -0.156 3.008 -8.350
H -0.467 0.582 -8.691
H 0.069 -1.004 -6.896
H -1.723 -1.219 -4.735
H -3.012 -3.273 -5.127
H -1.881 -5.476 -5.099
H 0.547 -5.609 -4.672
H 1.846 -3.553 -4.273
H -1.076 -2.131 -0.024
H -3.211 -3.254 -0.447
H -5.264 -1.915 -0.834
H -5.144 0.550 -0.817
H -3.003 1.689 -0.437
H -1.790 2.542 1.561
H -1.813 4.990 1.543
H -0.389 6.237 -0.058
H 1.059 5.001 -1.632
H 1.090 2.556 -1.627
*
```

Summary:
HOMO-LUMO gap (alpha / beta): 0.26261 / 0.25866 Ha

In the Mulliken picture, each atom carries the following charge in e: -0.2151 -0.2407 0.5408 -0.4092 0.0143 0.0990 0.0279 -0.2569 0.7214 0.9762 -0.4261 -1.3807 -1.0686 -0.1714 0.4643 0.4857 0.5125 0.4884 -0.8445 0.6790 -0.0669 -0.0752 -0.9988 -0.7335 -0.4018 0.0647 0.6800 -0.4507 -0.6317 -0.4660 -0.8994 -0.2257 0.5767 -0.0797 0.4616 0.5184 0.4806 0.5431 0.3691 0.4020 0.3892 0.4359 0.4713 -2.5777 -0.2849 0.3034 0.2433 -0.2463 -0.6752 -0.4413 -0.6367 -0.2449 0.1186 0.1514 -0.9460 -0.4435 -0.5940 -0.5519 1.6296 1.0141 -0.3231 -0.8428 -0.7715 -0.8276 -0.5909 0.5854 -0.4462 -0.8976 -0.6894 -0.8979 -0.6001 1.0346 0.6776 0.6851 0.1218 0.3861 0.3837 0.3819 0.3847 0.4141 0.5227 0.4104 0.4073 0.4221 0.3763 0.3845 0.5774 0.4726 0.4500 0.4773 0.3918 0.4693 0.4298 0.4758 0.3873